C30H32InN7O as an isolated structure, computed with the ωB97M-V functional and the def2-TZVPD basis.

CARTESIAN COORDINATES (ANGSTROEM)
In -0.343 0.149 -0.691
C -2.769 -5.456 1.663
C -2.073 -4.122 1.637
C -2.623 -3.011 2.267
C -2.008 -1.770 2.198
C -0.820 -1.595 1.507
N -0.205 -0.316 1.387
C 0.877 -0.135 2.237
C 1.110 -1.004 3.323
C 2.162 -0.844 4.204
C 3.081 0.188 4.066
C 4.255 0.351 4.992
C 2.876 1.050 3.003
C 1.806 0.917 2.127
N 1.714 1.904 1.103
C 1.990 3.218 1.229
C 2.038 3.758 -0.035
C 1.764 2.683 -0.887
N 1.574 1.563 -0.196
C -0.270 -2.715 0.878
C -0.886 -3.953 0.933
N 0.942 -2.591 0.127
C 2.008 -3.412 0.160
C 2.911 -2.967 -0.777
C 2.302 -1.843 -1.347
N 1.117 -1.625 -0.801
H -3.305 -5.601 2.601
H -2.062 -6.276 1.544
H -3.500 -5.527 0.854
H -3.553 -3.115 2.813
H -2.447 -0.907 2.681
H 0.424 -1.822 3.489
H 2.269 -1.550 5.021
H 4.179 -0.331 5.839
H 4.315 1.367 5.387
H 5.197 0.142 4.482
H 3.580 1.855 2.823
H 2.129 3.659 2.201
H 2.210 4.785 -0.303
H 1.651 2.670 -1.958
H -0.449 -4.786 0.394
H 2.043 -4.233 0.855
H 3.874 -3.386 -1.005
H 2.664 -1.179 -2.114
C -3.382 -2.647 -2.122
C -2.257 -1.640 -2.181
N -1.677 -1.256 -3.263
O -1.917 -1.208 -0.997
H -3.739 -2.927 -3.111
H -4.205 -2.239 -1.535
H -3.026 -3.538 -1.600
H -2.093 -1.713 -4.066
H -0.860 0.700 -3.113
C -1.618 2.913 -0.125
C -1.310 3.483 -1.481
C -1.518 4.838 -1.716
C -1.314 5.397 -2.966
C -0.907 4.575 -4.007
C -0.681 3.222 -3.813
C -0.226 2.343 -4.943
C -0.864 2.656 -2.531
N -0.582 1.318 -2.341
H -2.142 3.647 0.489
H -0.728 2.624 0.443
H -2.280 2.041 -0.198
H -1.864 5.458 -0.896
H -1.485 6.453 -3.132
H -0.755 4.992 -4.997
H -0.064 2.929 -5.848
H -0.960 1.564 -5.170
H 0.703 1.826 -4.690

Its spin multiplicity is 1. The highest occupied orbital energy comes out at -7.041 eV. The energy above the lowest of the compared OMol25 structures with the same formula, charge and spin comes out at 33.17 kJ/mol. As for the net charge: 0. The calculation puts the max |F| at 0.52 eV Å⁻¹. For the total energy, the calculation gives -1811.101693 Ha.

A 10-piece molecular cluster, C24H74N6O10 overall in a non-equilibrium geometry, computed with the ωB97M-V functional and the def2-TZVPD basis.

CARTESIAN COORDINATES (ANGSTROEM)
O 7.116 -1.741 1.767
H 7.175 -2.279 0.977
H 7.985 -1.804 2.164
O 1.529 -5.416 -1.218
H 0.869 -5.856 -0.683
H 1.622 -4.550 -0.820
O -6.931 3.392 6.781
H -6.581 3.395 5.890
H -7.220 4.293 6.928
O -2.832 -1.275 10.540
H -3.263 -0.569 10.058
H -3.487 -1.567 11.174
C -9.475 6.631 -3.671
C -9.495 5.116 -3.541
C -8.340 4.534 -2.636
O -7.088 4.713 -3.279
C -6.057 4.275 -2.475
N -10.789 4.796 -2.955
H -9.592 7.145 -2.717
H -10.291 6.951 -4.318
H -8.524 6.965 -4.087
H -9.401 4.587 -4.489
H -8.392 3.492 -2.320
H -8.291 5.041 -1.673
H -5.164 4.405 -3.087
H -6.264 3.256 -2.148
H -5.951 4.869 -1.568
H -11.457 5.233 -3.574
H -10.927 5.359 -2.127
C 4.675 -1.650 -3.862
C 5.931 -2.247 -4.517
C 6.257 -3.711 -3.973
O 6.634 -3.677 -2.541
C 7.385 -4.754 -2.102
N 5.738 -2.358 -5.920
H 4.572 -0.565 -3.854
H 4.555 -2.002 -2.837
H 3.791 -1.978 -4.409
H 6.838 -1.705 -4.250
H 7.104 -4.003 -4.593
H 5.428 -4.408 -4.090
H 8.112 -5.102 -2.836
H 6.837 -5.636 -1.774
H 7.940 -4.563 -1.184
H 5.394 -1.506 -6.339
H 6.548 -2.558 -6.489
C 0.862 1.379 1.196
C 0.581 0.322 2.249
C -0.949 0.168 2.410
O -1.700 1.371 2.340
C -1.482 2.168 3.465
N 1.299 -0.937 1.997
H 0.607 1.112 0.171
H 1.946 1.481 1.237
H 0.494 2.378 1.433
H 0.998 0.705 3.180
H -1.066 -0.451 3.300
H -1.375 -0.365 1.561
H -1.646 1.594 4.377
H -2.247 2.941 3.538
H -0.520 2.676 3.391
H 2.266 -0.646 1.998
H 1.209 -1.567 2.781
C 3.318 -1.470 8.163
C 2.877 -2.748 7.394
C 4.032 -3.522 6.732
O 3.441 -4.523 5.847
C 4.308 -5.272 5.004
N 2.285 -3.676 8.363
H 2.456 -1.005 8.641
H 3.829 -0.786 7.486
H 3.975 -1.780 8.975
H 2.090 -2.438 6.706
H 4.767 -3.770 7.498
H 4.593 -2.803 6.134
H 3.699 -6.032 4.514
H 5.065 -5.763 5.616
H 4.772 -4.723 4.185
H 2.070 -4.550 7.904
H 1.444 -3.214 8.678
C 2.630 7.662 0.389
C 3.949 8.159 -0.194
C 4.867 7.045 -0.729
O 5.487 6.308 0.355
C 6.281 5.350 -0.184
N 3.554 9.231 -1.116
H 2.823 6.979 1.216
H 2.126 6.988 -0.304
H 1.977 8.476 0.705
H 4.570 8.644 0.558
H 5.584 7.628 -1.307
H 4.193 6.450 -1.346
H 6.622 4.704 0.625
H 7.146 5.694 -0.751
H 5.699 4.644 -0.777
H 4.043 9.082 -1.987
H 2.589 9.074 -1.371
C -5.581 -3.992 -5.527
C -4.720 -5.035 -4.760
C -4.765 -6.451 -5.357
O -6.067 -6.931 -5.306
C -6.127 -8.232 -5.944
N -3.448 -4.386 -4.595
H -6.598 -4.176 -5.183
H -5.411 -3.964 -6.603
H -5.439 -2.978 -5.153
H -5.151 -5.249 -3.782
H -4.167 -7.063 -4.682
H -4.368 -6.405 -6.370
H -7.102 -8.655 -5.701
H -5.401 -8.860 -5.427
H -6.017 -8.299 -7.026
H -2.705 -4.984 -4.263
H -3.596 -3.674 -3.894

Its SMILES is COC[C@H](C)N.COC[C@H](C)N.COC[C@H](C)N.COC[C@H](C)N.COC[C@H](C)N.COC[C@H](C)N.O.O.O.O. Its spin multiplicity is 1. The highest occupied orbital energy comes out at -9.047 eV. The energy above the lowest of the compared OMol25 structures with the same formula, charge and spin comes out at 430.75 kJ/mol. As for the net charge: 0. The calculation puts the max |F| at 3.16 eV Å⁻¹. For the total energy, the calculation gives -2039.493344 Ha.

A 10-piece molecular cluster, C41H47F3N4O3 overall in a non-equilibrium geometry, computed with the ωB97M-V functional and the def2-TZVPD basis.

CARTESIAN COORDINATES (ANGSTROEM)
N 3.159 -1.246 3.865
C 2.990 -1.607 2.563
C 2.235 -2.640 2.122
C 1.377 -3.283 3.092
C 1.434 -2.819 4.449
C 2.401 -1.848 4.768
H 3.583 -1.031 1.869
H 2.318 -2.896 1.077
H 0.744 -4.112 2.813
H 0.731 -3.169 5.191
H 2.498 -1.446 5.766
N -1.029 -0.138 -0.683
C 0.194 0.338 -0.289
C 0.668 0.327 0.987
C -0.165 -0.251 1.989
C -1.387 -0.778 1.657
C -1.742 -0.771 0.291
H 0.775 0.909 -0.997
H 1.558 0.913 1.160
H 0.069 -0.095 3.032
H -2.037 -1.245 2.383
H -2.649 -1.262 -0.031
N -2.296 4.200 -1.184
C -2.576 2.916 -0.873
C -3.787 2.303 -1.261
C -4.690 3.086 -1.984
C -4.453 4.436 -2.312
C -3.215 4.908 -1.927
H -1.878 2.418 -0.215
H -4.007 1.263 -1.071
H -5.708 2.758 -2.128
H -5.185 5.101 -2.746
H -3.022 5.918 -2.257
N 5.542 3.940 1.965
C 4.265 4.074 1.501
C 3.206 3.364 1.948
C 3.485 2.343 2.874
C 4.809 2.072 3.261
C 5.773 2.966 2.858
H 4.112 4.931 0.861
H 2.236 3.568 1.519
H 2.744 1.706 3.335
H 5.083 1.272 3.933
H 6.814 2.890 3.138
C -4.565 -0.189 3.482
O -3.597 -0.457 4.363
H -4.555 -0.879 2.638
H -5.470 -0.437 4.036
H -4.626 0.806 3.042
H -3.355 0.356 4.812
C -2.712 -3.694 3.845
O -2.722 -4.436 2.681
H -1.760 -3.170 3.935
H -3.407 -2.858 3.770
H -2.723 -4.307 4.747
H -2.191 -5.236 2.699
C -2.608 0.484 -3.701
O -2.822 -0.596 -2.791
H -3.562 0.813 -4.114
H -2.126 1.380 -3.310
H -2.086 0.228 -4.623
H -2.166 -0.482 -2.099
F -2.845 -6.527 -3.467
C -3.621 -5.994 -2.501
C -3.191 -4.845 -1.888
C -3.802 -4.311 -0.801
C -4.995 -4.938 -0.361
C -5.435 -6.075 -1.040
C -4.779 -6.635 -2.105
H -2.423 -4.301 -2.419
H -3.479 -3.478 -0.195
H -5.477 -4.534 0.517
H -6.344 -6.533 -0.681
H -5.184 -7.524 -2.565
F 3.465 0.950 -0.157
C 4.204 0.106 -0.888
C 5.421 0.501 -1.360
C 6.163 -0.223 -2.293
C 5.614 -1.513 -2.618
C 4.423 -1.962 -2.114
C 3.727 -1.188 -1.225
H 5.740 1.497 -1.091
H 7.057 0.218 -2.709
H 6.160 -2.136 -3.312
H 4.016 -2.900 -2.461
H 2.805 -1.622 -0.868
F 1.675 3.644 -0.856
C 1.840 4.014 -2.110
C 3.014 3.705 -2.751
C 3.293 4.034 -4.080
C 2.300 4.742 -4.760
C 1.093 5.049 -4.126
C 0.834 4.624 -2.831
H 3.829 3.223 -2.231
H 4.202 3.728 -4.576
H 2.547 5.114 -5.743
H 0.357 5.628 -4.664
H -0.124 4.852 -2.388

Its spin multiplicity is 2. The highest occupied orbital energy (alpha / beta) comes out at -0.467 / -5.000 eV. As for the net charge: -1. The calculation puts the max |F| at 3.69 eV Å⁻¹. For the total energy, the calculation gives -2334.701412 Ha.

A 2-piece molecular cluster, CH4O2S2 overall, computed with the ωB97M-V functional and the def2-TZVPD basis.

CARTESIAN COORDINATES (ANGSTROEM)
S -1.232 -1.250 -3.519
S -0.516 -1.805 -1.659
H -2.057 -0.266 -3.133
H 0.129 -0.678 -1.320
O 1.313 1.073 0.496
C 1.063 0.899 1.646
O -0.146 0.488 2.031
H 1.764 1.016 2.480
H -0.318 0.524 2.978

Its SMILES is O=CO.SS. Its spin multiplicity is 1. The highest occupied orbital energy comes out at -8.878 eV. The energy above the lowest of the compared OMol25 structures with the same formula, charge and spin comes out at 10.04 kJ/mol. As for the net charge: 0. The calculation puts the max |F| at 0.91 eV Å⁻¹. For the total energy, the calculation gives -987.345591 Ha.

C24H27FN4O as an isolated structure in a non-equilibrium geometry, computed with the ωB97M-V functional and the def2-TZVPD basis.

CARTESIAN COORDINATES (ANGSTROEM)
F -4.552 -2.013 -0.142
C -3.336 -2.785 -0.179
C -2.285 -2.286 0.610
C -1.249 -3.198 0.677
C -1.212 -4.509 -0.203
C -2.346 -4.792 -0.814
C -3.525 -4.056 -0.768
H -4.293 -4.183 -1.681
H -2.277 -5.585 -1.545
H -0.309 -4.984 -0.013
C -0.223 -2.575 1.623
C 1.019 -2.500 0.783
N 1.532 -3.447 -0.279
O 2.767 -2.689 -0.428
C 3.010 -1.846 0.312
N 1.985 -1.721 1.425
C 4.352 -1.251 0.401
N 4.237 0.180 -0.154
C 3.905 1.425 0.538
C 2.246 1.499 0.744
N 1.752 1.628 -0.825
C 2.047 0.588 -1.397
C 3.685 0.446 -1.502
H 3.908 -0.497 -1.967
H 4.124 1.390 -2.270
H 1.910 0.696 -2.586
H 1.700 -0.624 -1.206
C 0.439 2.188 -0.903
C 0.113 3.420 -0.219
C -0.709 3.472 0.953
C -2.033 2.987 0.447
C -3.310 3.453 0.547
C -4.400 2.881 0.263
C -4.371 1.484 -0.409
C -3.148 0.944 -0.571
C -1.921 1.833 -0.086
C -0.576 1.031 -0.422
H -0.642 0.132 -0.583
H -0.268 0.800 0.767
H -3.166 0.183 -0.979
H -5.163 1.038 -0.571
H -5.531 3.383 0.629
H -3.437 4.404 1.180
H -0.348 2.827 1.748
H -0.997 4.608 1.120
H -0.091 4.005 -1.130
H 1.246 3.780 -0.044
H 0.347 1.899 -1.913
H 2.034 2.420 1.115
H 1.723 0.625 1.162
H 4.206 1.227 1.568
H 4.252 2.281 0.138
H 4.918 -0.937 1.256
H 5.056 -1.783 -0.165
H 0.102 -3.624 2.474
H -0.340 -1.747 2.341
H -2.557 -1.524 1.135

Its spin multiplicity is 1. The highest occupied orbital energy comes out at -7.675 eV. The energy above the lowest of the compared OMol25 structures with the same formula, charge and spin comes out at 2140.27 kJ/mol. As for the net charge: 0. The calculation puts the max |F| at 18.03 eV Å⁻¹. For the total energy, the calculation gives -1324.111456 Ha.

A single C2H2ClN3O molecule in a non-equilibrium geometry, computed with the ωB97M-V functional and the def2-TZVPD basis.

CARTESIAN COORDINATES (ANGSTROEM)
C 0.757 1.428 0.004
C -0.014 -0.807 0.027
N 0.579 2.547 0.031
N -1.322 -0.329 -0.048
N 0.978 0.084 -0.139
O 0.204 -2.036 0.018
Cl 2.613 -0.483 -0.035
H -1.819 0.551 -0.326
H -1.977 -0.955 0.467

Its SMILES is N#CN(Cl)C(N)=O. Its spin multiplicity is 1. The highest occupied orbital energy comes out at -10.689 eV. The energy above the lowest of the compared OMol25 structures with the same formula, charge and spin comes out at 88.04 kJ/mol. As for the net charge: 0. The calculation puts the max |F| at 5.16 eV Å⁻¹. For the total energy, the calculation gives -777.054716 Ha.

C4H14O4Si2Tm as an isolated structure in a non-equilibrium geometry, computed with the ωB97M-V functional and the def2-TZVPD basis.

CARTESIAN COORDINATES (ANGSTROEM)
O 0.270 3.039 -1.787
C 0.572 3.197 -0.339
C -0.816 2.780 0.495
O -0.732 1.326 0.703
C -2.057 0.700 0.839
O -1.804 -0.751 1.115
C -1.401 -1.455 -0.112
Si -0.088 -2.832 0.366
O 0.803 -3.210 -1.116
Si 2.496 -2.652 -0.956
H -0.388 3.798 -1.974
H 0.952 4.264 -0.046
H 1.378 2.365 -0.051
H -1.792 3.152 -0.033
H -0.701 3.294 1.554
H -2.697 0.742 -0.157
H -2.694 1.121 1.756
H -2.351 -1.933 -0.618
H -0.872 -0.784 -0.916
H -0.847 -3.956 0.909
H 0.813 -2.212 1.369
H 2.520 -1.651 0.105
H 2.955 -2.081 -2.222
H 3.303 -3.854 -0.631
Tm 3.178 -2.408 1.748

Its spin multiplicity is 3. The highest occupied orbital energy (alpha / beta) comes out at -19.631 / -19.610 eV. As for the net charge: +3. The calculation puts the max |F| at 6.36 eV Å⁻¹. For the total energy, the calculation gives -2124.618966 Ha.

C24H30Cl2F5N7OSe3SiY as an isolated structure, computed with the ωB97M-V functional and the def2-TZVPD basis.

CARTESIAN COORDINATES (ANGSTROEM)
Y -0.606 0.403 0.139
Se -2.882 2.188 3.006
Se -2.657 -0.091 2.578
C -0.953 -0.246 3.455
C -0.864 -0.686 4.763
C 0.400 -0.772 5.329
C 1.498 -0.406 4.569
C 1.298 0.022 3.265
N 0.092 0.093 2.707
C -3.361 2.735 1.223
C -4.378 3.671 1.140
C -4.762 4.118 -0.116
C -4.137 3.586 -1.226
C -3.137 2.645 -1.042
N -2.726 2.226 0.163
H -1.755 -0.954 5.312
H 0.522 -1.114 6.348
H 2.498 -0.454 4.975
H 2.128 0.314 2.637
H -4.868 4.016 2.039
H -5.554 4.848 -0.217
H -4.413 3.884 -2.227
H -2.620 2.226 -1.893
C 5.108 1.560 -0.423
N 3.973 0.647 -0.448
C 4.213 -0.732 -0.851
C 2.722 1.002 -0.076
N 1.769 0.170 0.170
N 2.518 2.373 0.002
C 1.447 3.060 0.546
N 1.683 4.394 0.664
N 0.362 2.485 0.928
H 6.014 0.982 -0.259
H 5.021 2.262 0.406
H 5.220 2.108 -1.362
H 5.132 -0.770 -1.431
H 3.402 -1.086 -1.488
H 4.313 -1.401 0.008
H 2.071 -0.798 0.171
H 3.153 2.930 -0.544
H 2.522 4.807 0.298
H 0.892 5.010 0.749
H -0.263 3.135 1.396
C 1.518 -3.338 0.837
Si -0.351 -3.193 0.830
C -1.044 -4.320 -0.484
C -0.991 -3.707 2.515
O -0.792 -1.652 0.532
H 1.850 -4.352 1.064
H 1.956 -2.673 1.589
H 1.924 -3.076 -0.145
H -0.858 -5.371 -0.252
H -0.595 -4.105 -1.455
H -2.125 -4.193 -0.582
H -0.822 -4.767 2.711
H -2.067 -3.528 2.600
H -0.492 -3.144 3.307
Cl -5.124 -0.571 0.051
C -3.880 -1.579 -0.697
Cl -2.890 -0.649 -1.840
H -4.369 -2.369 -1.255
H -3.203 -1.952 0.066
F 0.367 -2.525 -6.434
C 0.285 -1.548 -5.536
C 0.176 -0.226 -5.944
F 0.158 0.055 -7.244
C 0.090 0.787 -5.004
F -0.011 2.039 -5.452
C 0.106 0.528 -3.638
Se -0.023 1.905 -2.337
C 0.217 -0.800 -3.278
F 0.232 -1.127 -1.958
C 0.305 -1.839 -4.184
F 0.413 -3.102 -3.767

Its spin multiplicity is 1. The highest occupied orbital energy comes out at -9.833 eV. The energy above the lowest of the compared OMol25 structures with the same formula, charge and spin comes out at 20.92 kJ/mol. As for the net charge: +1. The calculation puts the max |F| at 0.20 eV Å⁻¹. For the total energy, the calculation gives -10343.005157 Ha.

A 2-piece molecular cluster, C4H12 overall in a non-equilibrium geometry, computed with the ωB97M-V functional and the def2-TZVPD basis.

CARTESIAN COORDINATES (ANGSTROEM)
C 1.140 1.256 -1.413
C 0.002 2.062 -2.058
H 0.809 0.217 -1.395
H 1.986 1.089 -2.091
H 1.613 1.603 -0.416
H 0.388 2.951 -2.265
H -0.774 2.160 -1.327
H -0.440 1.633 -2.986
C -0.160 -1.058 2.126
C -0.993 -2.224 1.429
H 0.833 -0.854 1.674
H -0.708 -0.167 1.783
H -0.201 -1.287 3.268
H -1.855 -1.646 0.944
H -0.454 -2.720 0.649
H -1.185 -3.016 2.075

Its SMILES is CC.CC. Its spin multiplicity is 1. The highest occupied orbital energy comes out at -11.556 eV. The energy above the lowest of the compared OMol25 structures with the same formula, charge and spin comes out at 122.60 kJ/mol. As for the net charge: 0. The calculation puts the max |F| at 4.47 eV Å⁻¹. For the total energy, the calculation gives -159.538277 Ha.